1.
DFT (wB97M-V/def2-TZVPD) results for C36H49BrHfN3O2S5 as an isolated structure at a distorted geometry.

Each line ends with the natural charge from an NBO analysis.
Positions of all 97 atoms, in Å:
Hf1 -0.028 0.190 -0.039  2.12
C1 -1.951 -0.621 2.360  -0.41
N1 -0.657 0.044 2.104  -0.59
C2 0.381 -0.658 2.912  -0.42
C3 -0.603 1.462 2.496  0.17
C4 -1.421 2.013 3.463  -0.24
C5 -1.185 3.300 3.927  -0.23
C6 -0.077 3.995 3.474  -0.16
C7 0.728 3.466 2.478  -0.25
C8 0.440 2.223 1.914  0.14
N2 1.116 1.602 0.869  -0.87
C9 1.885 2.195 -0.139  0.20
C10 2.040 3.552 -0.418  -0.25
C11 2.855 3.968 -1.459  -0.18
C12 3.521 3.050 -2.252  -0.21
C13 3.347 1.693 -2.022  -0.22
C14 2.525 1.267 -0.997  0.07
N3 2.280 -0.134 -0.689  -0.54
C15 2.644 -1.053 -1.784  -0.43
C16 3.095 -0.507 0.502  -0.41
H1 -2.182 -0.622 3.427  0.21
H2 -2.752 -0.117 1.827  0.23
H3 -1.881 -1.657 2.032  0.24
H4 0.106 -0.632 3.968  0.22
H5 0.468 -1.696 2.594  0.23
H6 1.337 -0.151 2.806  0.23
H7 -2.251 1.457 3.876  0.23
H8 -1.839 3.734 4.670  0.23
H9 0.167 4.959 3.899  0.23
H10 1.602 4.011 2.154  0.23
H11 1.514 4.289 0.171  0.23
H12 2.971 5.027 -1.645  0.23
H13 4.174 3.384 -3.047  0.23
H14 3.855 0.979 -2.656  0.23
H15 3.715 -1.266 -1.784  0.21
H16 2.115 -1.990 -1.656  0.24
H17 2.373 -0.635 -2.752  0.22
H18 4.156 -0.503 0.240  0.21
H19 2.939 0.209 1.301  0.23
H20 2.824 -1.506 0.836  0.22
C17 -3.670 2.497 -6.376  -0.61
C18 -4.244 3.085 -5.085  -0.10
C19 -4.266 4.618 -5.223  -0.60
C20 -5.679 2.566 -4.908  -0.60
C21 -3.417 2.698 -3.867  0.10
C22 -2.342 1.830 -3.928  -0.28
C23 -1.680 1.528 -2.756  -0.11
Br1 -0.203 0.276 -2.815  0.22
C24 -1.981 2.035 -1.495  0.34
O1 -1.248 1.673 -0.437  -0.90
C25 -3.070 2.938 -1.434  -0.04
C26 -3.745 3.222 -2.612  -0.22
C27 -3.502 3.573 -0.108  -0.07
C28 -3.924 2.461 0.866  -0.60
C29 -4.690 4.523 -0.270  -0.61
C30 -2.331 4.378 0.478  -0.61
H21 -4.289 2.808 -7.217  0.22
H22 -3.663 1.406 -6.351  0.21
H23 -2.654 2.857 -6.553  0.21
H24 -4.735 4.897 -6.167  0.22
H25 -3.250 5.016 -5.211  0.21
H26 -4.828 5.091 -4.417  0.21
H27 -6.264 2.798 -5.800  0.22
H28 -6.172 3.023 -4.050  0.21
H29 -5.686 1.483 -4.768  0.21
H30 -2.011 1.392 -4.859  0.24
H31 -4.579 3.904 -2.569  0.23
H32 -4.797 1.931 0.479  0.21
H33 -4.178 2.887 1.839  0.22
H34 -3.108 1.756 1.001  0.21
H35 -5.579 4.002 -0.630  0.21
H36 -4.458 5.344 -0.950  0.21
H37 -4.927 4.957 0.702  0.22
H38 -1.446 3.756 0.602  0.22
H39 -2.607 4.780 1.454  0.21
H40 -2.080 5.212 -0.181  0.21
C31 -1.878 -5.983 1.171  -0.73
S1 -1.112 -4.636 2.126  0.25
C32 0.502 -4.704 1.429  -0.42
C33 1.004 -3.789 0.576  -0.35
S2 0.081 -2.458 -0.060  -0.35
S3 2.639 -4.109 0.005  0.42
C34 2.887 -5.622 0.845  -0.58
S4 4.250 -6.493 0.712  0.04
S5 1.535 -6.054 1.854  0.48
H41 -2.926 -6.019 1.461  0.24
H42 -1.398 -6.928 1.411  0.23
H43 -1.789 -5.764 0.110  0.22
C35 -3.930 -2.263 -1.477  -0.65
C36 -3.525 -0.874 -1.033  -0.05
O2 -2.137 -0.862 -0.618  -0.81
H44 -4.978 -2.267 -1.772  0.24
H45 -3.797 -2.980 -0.663  0.21
H46 -3.329 -2.584 -2.329  0.22
H47 -4.138 -0.541 -0.192  0.18
H48 -3.634 -0.154 -1.844  0.20
H49 -1.889 -1.797 -0.474  0.53

Output
Frontier orbital gap, eV: 7.73
HOMO, eV: -10.066
DFT total energy, eV: -172216.982
Multiplicity: 1
Total charge: +1

***

2.
DFT (wB97M-V/def2-TZVPD) results for a 2-piece molecular cluster, C36H49F3N3O4PSSi overall at a distorted geometry.

Each line ends with the Löwdin charge.
Positions of all 98 atoms, in Å:
C1 -4.034 2.191 -2.716  -0.07
C2 -3.121 0.962 -2.962  -0.38
C3 -1.716 1.458 -3.331  -0.07
C4 -3.171 0.083 -1.686  -0.15
C5 -2.033 -0.906 -1.574  -0.26
C6 -2.184 -2.139 -2.176  -0.03
C7 -1.195 -3.063 -2.073  -0.04
C8 -0.015 -2.857 -1.392  -0.13
C9 0.914 -4.068 -1.375  -0.03
C10 2.411 -3.848 -1.333  -0.47
O1 3.041 -4.249 -0.374  0.05
O2 3.066 -3.263 -2.389  0.07
C11 0.175 -1.615 -0.798  -0.18
C12 -0.852 -0.679 -0.896  -0.36
S1 -0.594 0.878 -0.048  1.10
C13 0.277 0.300 1.414  -0.32
C14 0.077 0.857 2.675  -0.15
C15 -0.928 1.961 2.925  -0.12
C16 -0.648 3.301 2.164  -0.10
C17 -1.953 4.017 1.924  -0.20
F1 -2.305 5.013 2.786  0.06
C18 -2.792 3.751 0.894  -0.30
F2 -3.429 2.616 0.725  0.13
F3 -3.069 4.675 -0.019  0.14
C19 0.829 0.378 3.739  -0.18
C20 0.741 0.925 5.152  -0.08
C21 1.389 2.327 5.231  -0.37
O3 1.293 2.887 6.527  -0.03
C22 2.898 2.304 4.842  -0.18
N1 3.731 2.200 6.068  0.01
C23 1.733 -0.625 3.514  -0.08
C24 1.920 -1.175 2.270  -0.26
P1 3.208 -2.451 2.111  0.78
N2 4.265 -1.985 1.041  -0.28
C25 1.179 -0.726 1.194  -0.25
N3 1.400 -1.309 -0.103  -0.01
C26 2.289 -0.369 -0.863  -0.12
C27 2.017 -0.268 -2.365  -0.22
O4 3.250 0.219 -2.950  -0.21
Si1 3.343 0.045 -4.610  0.43
C28 4.988 0.761 -5.200  -0.16
C29 3.273 -1.727 -5.233  -0.16
C30 1.949 1.068 -5.370  -0.16
H1 -5.085 1.897 -2.788  0.08
H2 -3.827 3.004 -3.415  0.08
H3 -3.885 2.555 -1.702  0.05
H4 -3.602 0.420 -3.783  0.13
H5 -1.294 1.962 -2.455  0.06
H6 -1.810 2.207 -4.119  0.08
H7 -1.082 0.624 -3.641  0.07
H8 -4.108 -0.485 -1.723  0.13
H9 -3.227 0.674 -0.771  0.07
H10 -3.082 -2.421 -2.714  0.13
H11 -1.349 -4.027 -2.550  0.12
H12 0.646 -4.740 -0.561  0.13
H13 0.708 -4.601 -2.311  0.12
H14 3.625 -3.912 -2.829  0.13
H15 -1.921 1.616 2.622  0.10
H16 -0.990 2.198 3.985  0.10
H17 -0.178 3.124 1.199  0.08
H18 -0.045 3.981 2.770  0.12
H19 -0.299 0.972 5.487  0.12
H20 1.334 0.288 5.814  0.12
H21 0.896 3.006 4.522  0.12
H22 0.358 2.898 6.759  0.09
H23 3.123 1.505 4.136  0.10
H24 3.161 3.251 4.363  0.11
H25 4.303 3.031 6.123  0.06
H26 4.339 1.396 5.979  0.06
H27 2.348 -0.979 4.336  0.10
H28 2.577 -3.680 1.829  0.00
H29 3.856 -2.536 3.369  0.01
H30 5.188 -1.883 1.445  -0.04
H31 3.343 -0.603 -0.715  0.10
H32 2.158 0.642 -0.458  0.11
H33 1.787 -1.221 -2.849  0.09
H34 1.268 0.500 -2.588  0.10
H35 5.311 0.276 -6.126  0.03
H36 5.783 0.587 -4.468  0.03
H37 4.880 1.837 -5.356  0.03
H38 2.480 -2.335 -4.792  0.02
H39 4.219 -2.257 -5.079  0.03
H40 3.109 -1.699 -6.317  0.04
H41 0.999 0.607 -5.083  0.01
H42 2.005 2.062 -4.917  0.04
H43 2.061 1.140 -6.453  0.03
C31 -5.683 -2.827 1.527  -0.09
C32 -4.425 -2.532 1.019  -0.08
C33 -3.882 -1.268 1.202  -0.09
C34 -4.599 -0.297 1.888  -0.08
C35 -5.860 -0.589 2.389  -0.09
C36 -6.402 -1.855 2.210  -0.10
H44 -6.105 -3.815 1.390  0.10
H45 -3.866 -3.288 0.481  0.10
H46 -2.898 -1.040 0.809  0.08
H47 -4.172 0.687 2.031  0.08
H48 -6.421 0.170 2.920  0.10
H49 -7.385 -2.084 2.602  0.10

Output
Frontier orbital gap, eV: 8.12
HOMO, eV: -8.101
DFT total energy, eV: -86939.233
Multiplicity: 1
Total charge: 0

***

3.
DFT (wB97M-V/def2-TZVPD) results for C36H49N5P2SiV as an isolated structure at a distorted geometry.

Each line ends with the Löwdin charge.
Positions of all 94 atoms, in Å:
V1 -0.838 -2.098 -0.090  0.71
C1 -0.231 -3.908 -0.210  -0.26
C2 -0.998 -3.500 -1.400  -0.28
C3 -2.474 -3.642 -1.468  -0.19
C4 -3.262 -3.176 -0.205  -0.18
C5 -2.638 -2.031 0.531  -0.28
C6 -1.680 -2.239 1.660  -0.28
C7 -1.316 -3.592 2.148  -0.21
C8 -0.865 -4.548 1.009  -0.18
C9 -0.954 2.407 2.631  -0.26
H1 0.782 -4.239 -0.391  0.08
H2 -0.439 -3.487 -2.340  0.12
H3 -2.756 -4.687 -1.682  0.12
H4 -2.862 -3.059 -2.324  0.11
H5 -4.258 -2.847 -0.569  0.12
H6 -3.497 -4.025 0.463  0.11
H7 -3.290 -1.158 0.654  0.09
H8 -1.674 -1.437 2.404  0.08
H9 -2.152 -4.061 2.699  0.12
H10 -0.518 -3.515 2.910  0.11
H11 -0.132 -5.214 1.487  0.11
H12 -1.681 -5.236 0.740  0.11
H13 -0.101 1.751 2.898  0.02
H14 -1.492 2.688 3.555  0.06
H15 -0.543 3.303 2.125  0.05
P1 -2.008 1.483 1.484  1.01
P2 1.990 -0.858 -1.293  1.16
N1 -3.308 1.008 2.560  -0.26
N2 -2.871 2.699 0.644  -0.28
N3 2.797 -2.619 -1.130  -0.19
N4 2.909 -0.570 -2.721  -0.29
C10 -0.981 -0.698 -1.508  -0.33
C11 0.356 -0.687 -2.252  -0.39
C12 -3.064 0.334 3.767  -0.17
C13 -4.221 -0.298 4.177  -0.10
C14 -5.222 -0.062 3.176  -0.09
C15 -4.626 0.699 2.170  -0.13
C16 -3.145 3.999 1.083  -0.12
C17 -3.799 4.667 0.058  -0.09
C18 -3.933 3.756 -1.040  -0.10
C19 -3.370 2.550 -0.662  -0.15
C20 2.846 -3.173 0.153  -0.22
C21 3.521 -4.391 0.122  -0.11
C22 3.902 -4.615 -1.230  -0.10
C23 3.467 -3.512 -1.969  -0.15
C24 2.798 -1.239 -3.954  -0.17
C25 3.373 -0.455 -4.928  -0.08
C26 3.758 0.785 -4.317  -0.09
C27 3.447 0.710 -2.976  -0.14
H16 -1.156 0.180 -0.814  -0.01
H17 -1.786 -0.726 -2.272  0.07
H18 0.356 -1.428 -3.063  0.06
H19 0.453 0.313 -2.710  0.07
H20 -2.099 0.422 4.248  0.10
H21 -4.350 -0.862 5.096  0.09
H22 -6.238 -0.412 3.192  0.09
H23 -5.039 1.090 1.260  0.10
H24 -2.830 4.307 2.066  0.10
H25 -4.152 5.681 0.097  0.09
H26 -4.384 3.959 -1.994  0.09
H27 -3.272 1.602 -1.172  0.10
H28 2.406 -2.675 1.004  0.07
H29 3.721 -5.022 0.981  0.09
H30 4.450 -5.468 -1.621  0.09
H31 3.646 -3.301 -3.017  0.08
H32 2.333 -2.221 -4.009  0.10
H33 3.509 -0.741 -5.963  0.09
H34 4.200 1.640 -4.801  0.09
H35 3.530 1.420 -2.163  0.08
C28 2.367 -0.270 2.190  -0.19
Si1 2.734 1.362 1.305  0.36
C29 2.766 2.645 2.687  -0.18
C30 4.391 1.266 0.455  -0.18
N5 1.502 1.744 0.130  0.01
C31 1.225 2.874 -0.521  -0.37
C32 0.115 2.892 -1.436  -0.02
C33 -0.274 4.054 -2.079  -0.07
C34 0.458 5.237 -1.900  -0.07
C35 1.573 5.251 -1.056  -0.08
C36 1.961 4.104 -0.376  -0.01
H36 2.490 -0.075 3.271  0.03
H37 3.103 -1.048 1.927  0.02
H38 1.345 -0.653 2.030  0.01
H39 3.345 2.237 3.530  0.04
H40 3.259 3.565 2.348  0.02
H41 1.761 2.904 3.049  0.01
H42 4.425 0.506 -0.332  0.01
H43 4.647 2.228 -0.007  0.03
H44 5.177 1.031 1.184  0.04
H45 -0.414 1.945 -1.580  0.07
H46 -1.147 4.043 -2.728  0.11
H47 0.158 6.138 -2.436  0.11
H48 2.148 6.170 -0.930  0.11
H49 2.836 4.125 0.277  0.09

Output
Frontier orbital gap (alpha / beta), eV: 6.91 / 6.11
HOMO (alpha / beta), eV: -6.645 / -7.884
DFT total energy, eV: -97713.511
Multiplicity: 4
Total charge: 0
Relative energy (zero: lowest compared OMol25 entry of this formula, charge and spin), eV: 3.965

***

- Among the records above, which one has the highest multiplicity?
  C36H49N5P2SiV

***

- Look up the DFT total energy of the first one.
  -172216.982 eV